# 1
{
  "formula": "C4H19NO5",
  "method": "ωB97M-V/def2-TZVPD",
  "total_charge": 0,
  "smiles": "COC[C@H](C)N.O.O.O.O",
  "homo_energy_ev": -9.769,
  "species": ["O", "H", "H", "O", "H", "H", "O", "H", "H", "O", "H", "H", "C", "C", "C", "O", "C", "N", "H", "H", "H", "H", "H", "H", "H", "H", "H", "H", "H"],
  "coordinates": [[-4.6931, -3.0725, -1.3892], [-4.0815, -3.2913, -0.6759], [-4.9385, -2.1572, -1.2234], [0.7346, -2.4920, 1.9683], [0.8729, -2.9654, 1.1380], [1.3968, -2.8573, 2.5643], [-1.6685, -0.5991, -1.9388], [-2.2171, -0.4131, -2.7073], [-1.0521, 0.1644, -1.8937], [-1.8139, -2.7038, 0.1399], [-1.8493, -2.0471, -0.5765], [-1.0762, -2.4343, 0.6920], [-0.7905, 2.2554, -0.2560], [0.7395, 2.1286, -0.5550], [1.3257, 1.6970, 0.7675], [2.7474, 1.6573, 0.6009], [3.3740, 0.7718, 1.4860], [0.7662, 0.9821, -1.5155], [-1.0486, 3.1859, 0.2495], [-1.1504, 1.3555, 0.2409], [-1.3552, 2.3332, -1.1886], [1.1384, 3.0283, -1.0108], [0.8854, 0.7516, 1.0964], [1.0890, 2.3961, 1.5793], [4.4578, 0.8056, 1.3859], [3.0967, -0.2735, 1.3051], [3.1419, 0.8610, 2.5547], [1.6927, 0.6924, -1.7952], [0.2757, 0.2404, -1.0429]]
}

=====

# 2
{
  "formula": "C38H48AsIrNO4Sb",
  "method": "ωB97M-V/def2-TZVPD",
  "total_charge": 1,
  "multiplicity": 6,
  "homo_energy_ev": [-9.419, -11.163],
  "species": ["Ir", "O", "C", "O", "C", "C", "C", "N", "C", "C", "C", "O", "O", "H", "H", "H", "C", "C", "As", "C", "C", "C", "C", "H", "H", "H", "H", "H", "H", "H", "H", "H", "H", "H", "H", "H", "H", "H", "C", "C", "C", "C", "H", "H", "H", "H", "H", "H", "H", "H", "H", "C", "C", "C", "C", "C", "C", "C", "Sb", "C", "C", "C", "C", "C", "C", "C", "C", "C", "C", "C", "C", "C", "C", "H", "H", "H", "H", "H", "H", "H", "H", "H", "H", "H", "H", "H", "H", "H", "H", "H", "H", "H", "H", "H"],
  "coordinates": [[-0.0593, 0.2907, 0.7672], [-4.4954, 4.4835, -2.7480], [-3.3225, 4.7419, -2.7603], [-2.4804, 5.5212, -3.1975], [-2.4472, 3.7090, -1.8193], [-2.8840, 3.5245, -0.5227], [-2.2307, 2.5571, 0.2203], [-1.2388, 1.8176, -0.2869], [-0.8390, 2.0218, -1.5484], [-1.4059, 2.9950, -2.3583], [0.2577, 1.1176, -2.1036], [0.6947, 1.3484, -3.2120], [0.5812, 0.1175, -1.3431], [-3.7160, 4.0788, -0.1132], [-2.5175, 2.3420, 1.2409], [-1.0335, 3.1372, -3.3627], [1.2853, 4.2598, 0.8920], [2.3365, 3.2517, 1.3375], [1.5706, 1.6154, 2.0876], [3.1500, 0.6089, 2.6348], [4.1311, 1.3727, 3.5136], [0.8215, 2.1935, 3.7982], [-0.6644, 2.5168, 3.7253], [1.7583, 5.1404, 0.4575], [0.6741, 4.5980, 1.7302], [0.6206, 3.8365, 0.1364], [2.9899, 3.6840, 2.0975], [2.9657, 2.9443, 0.5000], [3.6259, 0.2564, 1.7177], [2.7670, -0.2756, 3.1452], [4.5686, 2.2213, 2.9877], [4.9516, 0.7234, 3.8201], [3.6549, 1.7460, 4.4214], [1.3988, 3.0514, 4.1487], [1.0037, 1.3766, 4.4999], [-0.8620, 3.3503, 3.0488], [-1.0478, 2.7923, 4.7080], [-1.2331, 1.6525, 3.3731], [1.5639, -2.6232, 1.2741], [0.0427, -2.7163, 1.2711], [-0.4206, -3.9491, 2.0463], [-0.6126, -1.4417, 1.8108], [2.0174, -3.5296, 0.8682], [1.9369, -2.4992, 2.2940], [1.9147, -1.7738, 0.6785], [-0.2732, -2.8470, 0.2238], [-0.1130, -3.8800, 3.0927], [0.0058, -4.8638, 1.6300], [-1.5076, -4.0415, 2.0284], [-0.3255, -1.2972, 2.8639], [-1.7018, -1.5627, 1.8151], [-3.3474, -3.2786, -4.5343], [-3.7644, -1.9508, -3.9632], [-4.9999, -1.4119, -4.3163], [-5.4443, -0.2064, -3.7967], [-4.6610, 0.4956, -2.8937], [-3.4310, -0.0225, -2.5230], [-2.9783, -1.2248, -3.0606], [-1.0765, -1.9112, -2.4373], [-1.2548, -3.9718, -2.0249], [-0.4204, -4.8613, -2.6964], [-0.5669, -6.2248, -2.5031], [-1.5403, -6.6890, -1.6309], [-2.3630, -5.7979, -0.9591], [-2.2373, -4.4238, -1.1386], [-3.1722, -3.4848, -0.4294], [0.2358, -1.7061, -4.0510], [-0.2741, -1.2212, -5.2534], [0.5614, -1.0686, -6.3454], [1.9057, -1.3865, -6.2215], [2.4121, -1.8397, -5.0143], [1.5948, -1.9942, -3.8992], [2.2038, -2.3884, -2.5838], [-3.9005, -3.4896, -5.4481], [-3.5474, -4.0875, -3.8275], [-2.2842, -3.3144, -4.7774], [-5.6223, -1.9515, -5.0197], [-6.4066, 0.1846, -4.0996], [-5.0019, 1.4380, -2.4858], [-2.8219, 0.5128, -1.8029], [0.3344, -4.4941, -3.3824], [0.0758, -6.9183, -3.0282], [-1.6576, -7.7524, -1.4688], [-3.1168, -6.1730, -0.2777], [-3.6111, -3.9620, 0.4454], [-3.9892, -3.1753, -1.0862], [-2.6618, -2.5803, -0.0851], [-1.3221, -0.9560, -5.3386], [0.1685, -0.6975, -7.2822], [2.5688, -1.2676, -7.0683], [3.4681, -2.0642, -4.9269], [3.0598, -3.0457, -2.7322], [1.5040, -2.9111, -1.9252], [2.5342, -1.4947, -2.0518]]
}

=====

# 3
{
  "formula": "C3H7NO",
  "method": "ωB97M-V/def2-TZVPD",
  "total_charge": 0,
  "smiles": "CN=C=O.C",
  "homo_energy_ev": -10.387,
  "species": ["C", "N", "C", "O", "C", "H", "H", "H", "H", "H", "H", "H"],
  "coordinates": [[-2.0601, -0.2153, -0.2977], [-0.9167, 0.1753, -1.0756], [0.0450, -0.3200, -1.5983], [1.0210, -0.6885, -2.1426], [1.8036, 0.3932, 1.0799], [-2.2796, -1.2805, -0.4156], [-2.9267, 0.3643, -0.6224], [-1.8850, -0.0042, 0.7621], [0.8531, -0.0316, 0.7532], [1.9615, 1.3444, 0.5658], [2.6147, -0.2948, 0.8324], [1.7693, 0.5576, 2.1589]]
}

=====

# 4
{
  "formula": "C28H55N5O7S",
  "method": "ωB97M-V/def2-TZVPD",
  "total_charge": 0,
  "homo_energy_ev": -7.628,
  "species": ["C", "O", "H", "H", "H", "H", "C", "O", "H", "H", "H", "H", "C", "O", "H", "H", "H", "H", "C", "O", "H", "H", "H", "H", "C", "O", "H", "H", "H", "H", "C", "O", "H", "H", "H", "H", "N", "C", "C", "C", "C", "H", "H", "H", "H", "H", "N", "C", "C", "C", "C", "H", "H", "H", "H", "H", "N", "C", "C", "C", "C", "H", "H", "H", "H", "H", "N", "C", "C", "C", "C", "H", "H", "H", "H", "H", "N", "C", "C", "C", "C", "H", "H", "H", "H", "H", "C", "S", "O", "C", "H", "H", "H", "H", "H", "H"],
  "coordinates": [[-3.2596, -1.0505, 0.1180], [-2.4149, -1.9198, 0.7127], [-2.9519, -0.0049, 0.1123], [-3.1950, -1.3702, -0.9221], [-4.2803, -1.0864, 0.4987], [-1.9755, -2.4859, 0.0739], [3.5206, 1.2355, -4.3285], [2.1580, 0.8847, -4.4419], [4.0810, 0.5002, -3.7512], [3.9838, 1.2800, -5.3141], [3.7505, 2.2166, -3.9128], [2.1131, -0.0436, -4.6824], [3.4472, -0.1023, 3.6408], [2.4987, -1.0121, 3.1379], [4.3739, -0.5991, 3.9280], [3.6361, 0.6489, 2.8740], [3.0245, 0.3582, 4.5338], [2.4972, -1.1755, 2.1919], [-2.8215, 0.5898, -3.5447], [-2.3142, 1.6691, -2.7265], [-2.2523, -0.2770, -3.2088], [-3.7791, 0.1902, -3.2107], [-2.7310, 0.7206, -4.6230], [-2.9673, 1.7744, -2.0308], [-3.0696, -2.1004, 4.5126], [-2.1281, -1.3564, 3.8079], [-4.0795, -1.7241, 4.3494], [-2.9731, -3.1854, 4.4746], [-2.9055, -1.7993, 5.5472], [-2.3461, -1.3894, 2.8735], [0.0458, -3.6089, -0.9606], [-1.3610, -3.4153, -1.3202], [0.3514, -3.1294, -0.0307], [0.2623, -4.6771, -0.9741], [0.6882, -3.3002, -1.7853], [-1.5711, -3.9262, -2.1053], [4.3805, -4.0273, 1.8342], [3.3932, -3.8507, 0.9235], [3.0993, -5.1597, 0.5021], [3.8705, -6.1203, 1.1373], [4.6008, -5.3520, 2.0819], [4.8812, -3.2746, 2.2847], [3.0991, -2.8410, 0.6780], [2.3506, -5.2985, -0.2639], [3.7028, -7.1804, 1.0174], [5.3040, -5.6142, 2.8586], [1.4297, 2.5245, 4.4776], [0.0664, 2.4630, 4.6764], [-0.4208, 3.7135, 4.9913], [0.7269, 4.5019, 4.8503], [1.8087, 3.8041, 4.4284], [1.9643, 1.7511, 4.1086], [-0.5054, 1.5469, 4.6598], [-1.4285, 3.9578, 5.2935], [0.8394, 5.5608, 5.0309], [2.8217, 4.0664, 4.1610], [-1.1402, -1.6255, -7.6202], [0.1168, -2.1267, -7.6417], [0.6419, -1.8236, -6.3752], [-0.2545, -1.0821, -5.6344], [-1.3859, -0.9010, -6.4821], [-1.8137, -1.6981, -8.3693], [0.4739, -2.7037, -8.4820], [1.5870, -2.2612, -6.0893], [0.0320, -0.7899, -4.6350], [-2.2278, -0.2246, -6.4802], [-0.0475, 3.3199, -1.4836], [-0.0126, 3.7840, -0.2115], [1.3084, 4.0363, 0.0643], [2.0700, 3.5935, -1.0038], [1.2616, 3.1982, -2.0180], [-0.8931, 3.1385, -2.0054], [-0.8605, 3.8007, 0.4573], [1.6982, 4.3743, 1.0131], [3.1481, 3.6244, -1.0609], [1.3341, 2.9026, -3.0543], [-4.5935, 3.5970, 2.6259], [-5.1260, 2.3163, 2.7655], [-4.0305, 1.5006, 2.7987], [-2.8642, 2.2637, 2.4230], [-3.2520, 3.5780, 2.3139], [-5.0920, 4.4749, 2.5962], [-6.1933, 2.2050, 2.8874], [-3.9752, 0.4569, 3.0710], [-1.9008, 1.7932, 2.2930], [-2.7511, 4.5042, 2.0737], [-0.0078, 0.5863, 0.9869], [1.3754, 0.2462, -0.1550], [2.1937, -0.9076, 0.4876], [0.3228, -0.3584, -1.5347], [0.4645, 1.2885, 1.6738], [-0.2838, -0.2852, 1.5806], [-0.8721, 1.0571, 0.5185], [-0.5912, -0.8831, -1.2569], [1.0029, -0.9753, -2.1221], [0.0975, 0.5052, -2.1605]]
}

=====

Number 1: E_tot -594.7169 hartree. Number 2: E_tot -4412.4766 hartree. Number 3: E_tot -248.4921 hartree. Number 4: E_tot -2298.2850 hartree.